Here is C30H44BrN3P2Tc as an isolated structure from the OMol25 dataset. Energies are from ωB97M-V/def2-TZVPD.

The geometry in XYZ format:
```
81
Properties=species:S:1:pos:R:3:forces:R:3:mulliken_spin:R:1
C -5.82936 0.42941 -0.53960 0.0 0.5 0.1 0.04
C -4.76291 -0.31018 -1.12614 1.1 0.0 1.9 0.14
C -4.37048 0.04178 -2.43547 0.1 0.5 -1.7 0.14
C -5.12619 0.97337 -3.16286 0.3 -1.1 0.1 -0.05
N -6.17788 1.56637 -2.61062 0.4 0.4 -0.3 0.30
C -6.53647 1.31375 -1.34021 -0.3 -0.6 0.6 -0.02
C -3.90328 -1.19549 -0.37089 -2.0 0.6 -0.7 0.23
C -3.23617 -2.01368 0.25456 1.3 0.7 -0.4 0.10
C -1.96183 -2.67309 0.44771 0.7 -0.5 -0.3 -0.03
C -0.99223 -2.30732 1.46068 0.3 -1.7 -0.3 0.01
C 0.30221 -3.00606 1.56499 -2.7 0.3 -0.9 -0.02
C 0.66138 -3.58717 0.30886 1.6 -1.9 -0.6 0.08
C -0.31034 -4.18204 -0.52986 0.5 0.8 0.6 0.00
C -1.63837 -3.71193 -0.43487 -0.1 0.0 0.1 0.10
Tc 0.97597 -1.17859 0.72883 -1.6 2.0 0.8 1.23
P -0.10801 1.15134 0.33930 0.1 1.3 -0.6 0.08
H -3.44835 -0.34055 -2.86443 -0.2 -0.2 0.0 0.01
H -5.99908 0.40478 0.52750 -0.3 -0.4 0.0 0.00
H -4.86692 1.22683 -4.19506 -0.1 0.0 0.4 0.00
H -7.41269 1.86408 -0.98051 0.4 -0.3 0.0 0.00
H -2.43390 -4.17971 -1.01509 0.3 0.2 -0.1 0.00
H -1.43675 -2.04304 2.40127 -0.1 0.3 -0.1 0.00
H -0.04033 -5.01492 -1.19619 -0.1 0.6 0.1 0.01
H 0.48448 -3.48565 2.49417 1.2 0.1 0.9 0.02
C 1.08207 2.53219 0.78304 -0.1 -0.7 0.1 -0.02
C 0.81594 3.91357 0.19646 -0.1 0.5 -0.1 0.00
H 2.08971 2.20555 0.50139 -0.1 0.0 0.1 0.00
H 1.07390 2.58239 1.87718 0.0 0.0 0.0 -0.01
H 1.64010 4.57729 0.50511 -0.3 -0.2 -0.2 0.00
H 0.78416 3.91584 -0.90223 0.1 0.0 0.3 0.00
H -0.11360 4.36856 0.56903 0.4 -0.2 -0.2 0.00
C -0.76940 1.59527 -1.36125 0.5 -0.8 0.0 -0.02
C -1.90430 2.60016 -1.53166 -0.2 0.4 0.1 0.01
H -1.11412 0.62794 -1.76072 0.2 0.1 -0.1 0.01
H 0.09172 1.90884 -1.96430 -0.2 -0.2 0.1 0.00
H -2.09889 2.69784 -2.60834 0.0 0.0 0.3 0.00
H -2.84130 2.27212 -1.06122 0.2 0.1 -0.1 0.00
H -1.67136 3.60703 -1.16146 0.0 -0.4 -0.1 0.00
C -1.62084 1.48217 1.34072 0.3 -1.1 0.2 0.02
C -1.94199 2.90883 1.73955 -0.3 0.4 0.1 0.00
H -1.52438 0.87934 2.24709 -0.2 0.2 -0.1 0.00
H -2.43821 1.03510 0.75768 0.1 0.1 0.2 -0.02
H -2.80676 2.86612 2.40951 0.2 0.1 0.0 0.00
H -1.12510 3.40580 2.26761 -0.1 -0.2 0.0 0.00
H -2.22547 3.53616 0.89334 0.1 -0.1 0.2 0.00
Br 2.62772 -4.07259 0.02494 -2.5 -0.2 0.6 0.02
P 2.13808 -0.88328 -1.34708 0.8 1.9 -1.4 -0.02
C 2.43763 0.76398 -2.18407 -0.5 0.3 0.2 -0.01
C 3.78290 0.97745 -2.90570 0.1 -0.1 -0.1 0.00
H 2.31230 1.53433 -1.40202 0.1 -0.2 -0.4 0.00
H 1.62063 0.91173 -2.90935 0.2 -0.1 0.3 0.00
H 3.76492 1.98359 -3.35697 0.0 -0.4 0.2 0.00
H 4.63714 0.93440 -2.21247 -0.3 0.1 -0.4 0.00
H 3.94031 0.24885 -3.71877 -0.1 0.4 0.4 0.00
C 3.85734 -1.25442 -0.80870 -0.3 -0.5 0.6 0.02
C 4.69400 -2.03000 -1.81993 0.7 -0.2 -0.1 0.00
H 3.78379 -1.83130 0.13228 0.2 0.4 -0.4 -0.02
H 4.32377 -0.29523 -0.54288 -0.2 -0.1 -0.2 -0.01
H 5.60197 -2.37027 -1.30309 -0.2 0.0 -0.2 0.00
H 4.18642 -2.91951 -2.22009 0.1 0.3 0.1 0.00
H 5.02073 -1.38982 -2.64923 -0.2 -0.3 0.2 0.00
C 1.27506 -1.80174 -2.69073 -0.1 -0.7 0.2 0.03
C 1.92472 -1.81066 -4.07474 0.3 0.0 -0.2 0.01
H 0.29390 -1.30993 -2.77547 0.2 0.0 0.3 0.00
H 1.07675 -2.81695 -2.32159 0.2 0.2 -0.2 -0.01
H 1.40611 -2.55757 -4.68568 0.1 0.2 0.1 0.00
H 1.84169 -0.84385 -4.58705 0.0 -0.2 0.2 0.00
H 2.97918 -2.09773 -4.03736 -0.2 0.0 -0.1 0.00
N 1.42691 -0.36600 6.87027 -0.7 0.0 -1.2 0.32
C 1.24848 -0.11995 5.56801 0.3 -1.0 1.2 0.06
C 2.26782 0.36927 4.70560 0.8 0.3 -1.0 0.14
C 2.13634 0.21826 3.33157 -0.3 -0.4 0.5 -0.10
N 1.04102 -0.41925 2.77113 -0.2 0.8 -0.1 0.17
C -0.05357 -0.50394 3.58803 -0.2 -0.1 1.1 -0.06
C 0.01661 -0.46666 4.96547 -0.1 0.1 -1.4 0.15
H 2.31499 -0.25636 7.32644 0.4 0.2 0.3 -0.01
H 0.67924 -0.82407 7.40018 0.3 0.3 0.0 -0.01
H 3.18958 0.79820 5.11629 -0.4 -0.1 -0.2 -0.01
H 2.87638 0.59570 2.61376 -0.1 -0.4 0.5 0.00
H -1.04385 -0.57728 3.14043 0.8 -0.4 0.2 -0.01
H -0.84138 -0.77779 5.53597 -0.2 0.2 0.2 0.00
```
Positions in Å, forces in eV/Å.

Calculated values
Charge: +4
Energy above the lowest of the compared OMol25 structures with the same formula, charge and spin (kJ/mol): 13.4
2S+1: 4
LUMO level (alpha / beta) (eV): -13.03 / -15.30
Calculated total energy (eV): -127065.65390